No. 1
{
  "formula": "C36H44N8O4Pb",
  "method": "ωB97M-V/def2-TZVPD",
  "e_lumo_ha": 0.0056,
  "gap_ev": 7.071,
  "e_tot_ha": -2330.15659,
  "species": ["Pb", "O", "O", "O", "O", "N", "N", "N", "N", "N", "N", "N", "N", "C", "C", "C", "C", "C", "C", "C", "C", "C", "C", "C", "C", "C", "C", "C", "C", "C", "C", "C", "C", "C", "C", "C", "C", "C", "C", "C", "C", "C", "C", "C", "C", "C", "C", "C", "C", "H", "H", "H", "H", "H", "H", "H", "H", "H", "H", "H", "H", "H", "H", "H", "H", "H", "H", "H", "H", "H", "H", "H", "H", "H", "H", "H", "H", "H", "H", "H", "H", "H", "H", "H", "H", "H", "H", "H", "H", "H", "H", "H", "H"],
  "coordinates": [[0.127, -0.345, 0.319], [1.139, -0.760, -4.000], [-0.485, -0.921, 2.421], [2.906, 0.597, -0.261], [-1.516, -2.081, -3.650], [2.209, -2.134, 0.302], [-0.940, -2.562, -0.205], [-0.379, 2.364, 1.334], [2.099, -3.495, -0.113], [-2.332, 1.638, -0.417], [4.706, 1.970, -0.242], [-0.302, -0.751, -2.204], [0.245, 1.972, -1.949], [-3.800, 3.297, 0.573], [1.768, -2.546, 3.921], [0.728, 1.321, -3.004], [-2.547, -1.570, 3.453], [3.566, 1.499, -0.760], [1.550, -0.082, 4.453], [0.597, 2.723, 2.124], [-1.179, -2.898, -1.476], [0.451, 3.288, -1.869], [0.519, -0.178, -3.123], [1.613, 3.331, -3.946], [-4.147, -2.399, 1.669], [1.416, 1.966, -4.030], [-2.587, 2.654, 0.488], [-1.539, -4.188, -1.834], [-1.792, 4.053, 2.347], [-3.056, 4.682, 2.409], [1.058, -1.494, 4.779], [-0.713, 4.404, 3.193], [-1.648, -5.150, -0.843], [-1.561, 3.022, 1.411], [-0.446, -1.656, 4.675], [5.196, 1.380, 0.995], [1.128, 4.010, -2.837], [-4.035, 4.293, 1.538], [-1.149, -1.365, 3.479], [-1.407, -4.793, 0.474], [-4.341, -0.069, 2.569], [-1.055, -3.484, 0.750], [-3.373, -1.207, 2.236], [5.403, 3.073, -0.889], [-0.999, -1.861, -2.571], [-3.189, -2.070, 4.580], [0.481, 3.755, 3.078], [-2.503, -2.368, 5.744], [-1.134, -2.149, 5.775], [1.526, 2.165, 2.030], [5.268, 0.298, 0.892], [1.260, 5.078, -2.726], [1.477, -3.526, -0.912], [4.873, 4.018, -0.759], [6.179, 1.786, 1.219], [1.318, -1.691, 5.824], [2.821, -1.575, -0.288], [-0.853, 5.191, 3.924], [-5.009, 4.763, 1.577], [3.256, 1.999, -1.690], [1.554, -3.552, 4.287], [1.405, -2.478, 2.897], [2.853, -2.402, 3.933], [5.523, 2.881, -1.954], [-1.401, 1.615, -0.819], [-1.490, -5.509, 1.279], [-5.043, -0.377, 3.347], [1.324, 0.166, 3.417], [0.047, 3.781, -0.993], [-4.921, 0.217, 1.689], [4.522, 1.592, 1.826], [2.629, -0.010, 4.613], [1.059, 0.655, 5.092], [-0.858, -3.146, 1.760], [-4.894, -2.753, 2.383], [2.565, -2.114, 1.250], [6.391, 3.173, -0.449], [-3.804, 0.809, 2.930], [-4.668, -2.115, 0.752], [1.776, 1.374, -4.859], [-3.021, -2.761, 6.608], [-0.576, -2.369, 6.680], [-2.690, -0.846, 1.463], [-1.917, -6.168, -1.095], [-3.487, -3.236, 1.440], [-3.064, 1.444, -1.081], [2.131, 3.862, -4.735], [-4.591, 3.023, -0.116], [1.322, 4.002, 3.712], [-3.228, 5.466, 3.135], [-4.262, -2.225, 4.547], [-1.723, -4.402, -2.877], [3.001, -3.857, -0.409]],
  "forces_ev_per_angstrom": [[0.12, 0.01, 0.00], [-0.05, 0.04, -0.02], [-0.11, -0.06, 0.06], [0.00, -0.11, 0.11], [0.09, -0.05, -0.07], [-0.04, 0.13, -0.15], [0.07, 0.02, -0.06], [0.14, 0.09, -0.12], [0.04, -0.04, 0.01], [-0.09, -0.13, 0.33], [0.04, -0.06, -0.02], [0.01, -0.01, 0.14], [0.07, 0.01, 0.02], [-0.05, -0.09, 0.00], [0.00, 0.04, 0.03], [0.03, 0.02, 0.02], [-0.05, 0.00, -0.03], [-0.04, 0.14, -0.10], [-0.01, -0.03, 0.01], [-0.04, -0.03, 0.09], [-0.03, -0.05, 0.00], [0.01, -0.04, 0.02], [-0.02, -0.14, -0.11], [-0.02, 0.03, 0.02], [0.02, 0.00, 0.00], [0.07, -0.02, 0.06], [-0.13, -0.12, -0.07], [-0.07, -0.02, 0.01], [0.03, -0.02, 0.03], [-0.06, 0.02, -0.06], [0.00, 0.02, -0.08], [0.01, -0.01, -0.01], [0.01, 0.01, 0.03], [0.00, 0.10, -0.02], [0.02, -0.04, 0.09], [-0.04, 0.02, 0.03], [0.02, 0.00, -0.01], [0.05, 0.02, 0.07], [0.10, 0.00, 0.05], [0.00, -0.03, -0.06], [0.06, 0.04, -0.03], [0.03, 0.02, 0.05], [-0.02, 0.02, -0.02], [-0.03, 0.05, 0.01], [-0.03, 0.03, 0.03], [0.02, -0.01, 0.03], [-0.02, -0.01, 0.01], [-0.01, 0.00, -0.02], [0.00, 0.02, -0.02], [0.01, 0.01, 0.01], [0.00, 0.00, 0.00], [-0.02, 0.00, 0.00], [-0.02, 0.00, 0.03], [0.02, 0.01, 0.03], [0.00, 0.00, 0.00], [0.01, -0.01, 0.00], [0.02, -0.07, 0.07], [0.00, 0.00, 0.00], [0.00, 0.01, -0.01], [-0.01, -0.01, -0.04], [0.00, -0.01, -0.01], [0.00, -0.03, -0.05], [0.00, -0.01, -0.01], [-0.02, 0.00, 0.00], [0.01, 0.12, -0.22], [0.02, 0.00, 0.01], [-0.01, 0.00, 0.01], [0.02, 0.02, 0.02], [-0.01, 0.01, 0.05], [-0.02, 0.04, -0.05], [0.01, 0.01, 0.01], [0.01, 0.01, 0.01], [-0.01, 0.02, -0.01], [0.01, 0.00, -0.01], [-0.02, 0.00, 0.00], [-0.01, -0.01, 0.00], [0.01, -0.01, -0.02], [0.00, 0.02, -0.01], [-0.02, -0.01, 0.00], [-0.01, -0.02, 0.00], [0.00, 0.01, 0.01], [0.01, 0.00, 0.00], [0.01, 0.00, 0.01], [-0.01, 0.00, -0.01], [-0.06, 0.03, 0.02], [0.02, 0.06, -0.06], [0.01, 0.00, 0.00], [-0.01, 0.01, 0.00], [0.01, 0.00, 0.00], [0.00, -0.01, 0.02], [-0.01, 0.00, -0.01], [-0.01, 0.02, -0.01], [-0.04, 0.04, -0.03]]
}

---

No. 2
{
  "formula": "C3H9NO2",
  "method": "ωB97M-V/def2-TZVPD",
  "e_lumo_ha": 0.0217,
  "gap_ev": 10.465,
  "e_tot_ha": -324.93428,
  "smiles": "CCNC=O.O",
  "species": ["O", "O", "N", "C", "C", "C", "H", "H", "H", "H", "H", "H", "H", "H", "H"],
  "coordinates": [[-3.228, -1.221, -0.229], [-0.511, 0.536, 2.915], [0.662, 0.734, 0.963], [1.758, -0.169, -1.059], [-0.426, 0.460, 1.714], [0.618, 0.626, -0.487], [-0.358, 0.233, -0.737], [-2.289, -1.001, -0.242], [2.718, 0.334, -0.998], [1.617, -0.336, -2.129], [-1.318, 0.197, 1.151], [1.837, -1.178, -0.657], [0.679, 1.643, -0.896], [1.457, 1.267, 1.284], [-3.217, -2.125, -0.594]],
  "forces_ev_per_angstrom": [[0.33, -0.71, -0.38], [0.30, 0.10, 0.30], [0.21, -0.06, -1.05], [0.07, -0.78, -0.87], [0.08, 0.51, 1.00], [0.22, 0.89, 0.27], [-0.14, -0.23, -0.30], [-0.09, 0.15, 0.08], [0.10, 0.10, 0.40], [-0.19, 0.21, -0.10], [-0.18, -0.35, -0.62], [0.04, 0.08, 0.40], [-0.23, -0.12, -0.16], [-0.25, -0.27, 0.78], [-0.27, 0.49, 0.24]]
}

---

No. 3
{
  "formula": "C9H17NOP",
  "method": "ωB97M-V/def2-TZVPD",
  "charge": 1,
  "e_lumo_ha": -0.1224,
  "gap_ev": 7.743,
  "e_tot_ha": -824.08985,
  "smiles": "C/[NH+]=C/C/C=C\\C=C=P(C)(C)O",
  "species": ["P", "O", "N", "C", "C", "C", "C", "C", "C", "C", "C", "C", "H", "H", "H", "H", "H", "H", "H", "H", "H", "H", "H", "H", "H", "H", "H", "H", "H"],
  "coordinates": [[-1.931, 0.169, 0.069], [-1.718, -0.959, 1.235], [2.037, -1.762, 0.374], [1.463, -2.933, -0.308], [-0.274, 0.750, 0.039], [2.534, 0.589, 0.850], [-0.011, 2.051, -0.215], [-2.355, -0.804, -1.380], [2.306, -0.598, -0.080], [1.348, 2.444, -0.499], [2.452, 1.926, 0.026], [-3.509, 1.111, 0.648], [0.566, -2.955, 0.192], [1.989, -3.762, -0.051], [2.209, -0.584, -1.220], [-3.347, 1.203, 1.726], [2.147, -1.811, 1.388], [1.605, 3.333, -1.098], [-4.309, 0.626, 0.165], [-3.467, 2.127, 0.199], [-2.591, -0.297, -2.213], [-1.605, -1.487, -1.742], [3.434, 2.432, -0.361], [-2.034, -0.725, 2.076], [1.395, -2.582, -1.428], [-3.061, -1.584, -1.209], [-0.615, 2.962, -0.371], [1.836, 0.726, 1.705], [3.508, 0.394, 1.483]],
  "forces_ev_per_angstrom": [[0.41, -0.05, 1.47], [-0.15, -0.72, -2.01], [1.31, 0.26, 1.38], [0.46, 4.53, -2.73], [-1.21, 0.94, -1.23], [1.60, 1.16, 0.45], [0.01, 0.08, -0.74], [1.21, -2.13, 2.10], [-1.79, 0.19, -1.09], [1.59, 0.78, 0.49], [3.05, -0.67, -0.62], [3.39, 0.86, -1.18], [-2.78, -0.56, 0.34], [1.80, -2.50, 0.04], [0.42, 0.85, 1.69], [-0.90, -0.23, -0.16], [-0.37, -0.41, -0.14], [-0.85, -0.31, 0.18], [-1.36, -0.84, 0.40], [0.13, -0.51, 0.37], [-1.21, 2.37, -2.73], [1.40, 0.22, 0.30], [-1.69, -1.29, 1.16], [-0.77, 0.46, 1.76], [-0.02, -1.45, 2.15], [-1.42, 0.02, 0.71], [-0.81, -0.83, 0.32], [-0.30, -0.88, -0.93], [-1.18, 0.65, -1.76]]
}

---

No. 4
{
  "formula": "C7H9F",
  "method": "ωB97M-V/def2-TZVPD",
  "e_lumo_ha": 0.0305,
  "gap_ev": 9.809,
  "e_tot_ha": -371.78552,
  "smiles": "C=C=C(C)C.C#CF",
  "species": ["F", "C", "C", "C", "C", "C", "C", "C", "H", "H", "H", "H", "H", "H", "H", "H", "H"],
  "coordinates": [[3.102, -1.152, 0.695], [-0.777, 1.613, 0.225], [-1.400, -0.363, -1.142], [-0.737, 0.178, 0.121], [-0.219, -0.634, 0.977], [2.781, -0.207, -0.161], [-0.007, -1.635, 1.730], [2.335, 0.622, -0.867], [-2.462, -0.197, -1.301], [0.922, -2.150, 1.617], [-1.775, 2.124, 0.190], [-0.830, -2.056, 2.412], [-0.230, 2.144, -0.687], [-1.211, -1.538, -1.204], [-1.020, 0.110, -2.080], [-0.247, 2.044, 1.061], [1.773, 1.097, -1.586]],
  "forces_ev_per_angstrom": [[-0.03, 1.34, -1.09], [0.91, 4.11, -1.71], [1.04, -2.64, -1.02], [-1.40, -0.29, -1.52], [-1.18, 0.65, -0.70], [0.68, -2.42, 2.25], [-0.77, -2.05, 1.92], [0.08, 0.01, -0.26], [-0.35, 0.08, 0.89], [0.50, -0.47, 0.49], [0.49, -0.94, 0.10], [1.46, 0.70, -0.98], [-0.98, -1.21, 1.45], [-0.45, 2.55, -0.05], [0.43, -0.35, 0.72], [0.08, -0.19, 0.52], [-0.51, 1.11, -1.00]]
}

---

No. 5
{
  "formula": "C4H4FNO",
  "method": "ωB97M-V/def2-TZVPD",
  "e_lumo_ha": 0.0327,
  "gap_ev": 10.737,
  "e_tot_ha": -384.61099,
  "smiles": "Cc1cc(F)on1",
  "species": ["F", "O", "N", "C", "C", "C", "C", "H", "H", "H", "H"],
  "coordinates": [[3.158, -0.241, -0.095], [1.648, 1.422, 0.055], [0.135, 1.487, -0.076], [-1.773, -0.117, -0.017], [-0.281, 0.231, -0.035], [1.877, 0.146, 0.092], [0.818, -0.653, 0.048], [-2.179, 0.335, 0.895], [-1.922, -1.204, -0.125], [0.832, -1.807, 0.073], [-2.313, 0.401, -0.816]],
  "forces_ev_per_angstrom": [[-1.06, 0.63, 0.77], [-2.30, -0.19, -0.38], [0.62, -0.27, 0.49], [0.75, 0.78, -0.25], [0.23, 0.92, -0.01], [2.48, -0.40, -1.17], [-0.93, -3.54, 0.36], [-0.04, -0.67, 0.03], [0.01, 0.58, 0.36], [-0.06, 2.33, -0.10], [0.29, -0.18, -0.10]]
}

---

No. 6
{
  "formula": "C2H5N3O3",
  "method": "ωB97M-V/def2-TZVPD",
  "e_lumo_ha": [-0.0512, -0.0558],
  "gap_ev": [8.169, 7.977],
  "e_tot_ha": -468.90152,
  "species": ["O", "O", "O", "N", "N", "N", "C", "C", "H", "H", "H", "H", "H"],
  "coordinates": [[-0.635, -1.246, 1.042], [1.676, 1.279, 0.483], [3.339, -0.052, 0.042], [-0.359, -0.719, -0.028], [-0.759, 0.464, -0.459], [2.255, 0.373, -0.020], [-1.739, 1.087, 0.314], [0.477, -1.421, -0.828], [-2.231, 0.364, 0.902], [0.715, -1.281, -1.808], [-2.306, 1.801, -0.329], [-1.315, 1.695, 1.106], [0.885, -2.344, -0.417]],
  "forces_ev_per_angstrom": [[-1.04, -0.18, 2.24], [0.29, 0.07, 0.05], [1.58, -0.36, 0.11], [-0.17, 1.41, -1.54], [1.21, -1.57, -1.48], [-1.68, 0.14, -0.10], [0.00, 1.46, 0.20], [1.09, -1.37, 1.55], [-1.54, -0.89, 0.35], [-0.01, 1.37, -2.43], [0.10, -0.95, 0.54], [0.61, 0.44, 0.18], [-0.43, 0.43, 0.32]]
}

---

How do the records compare in relative energy (zero: lowest compared OMol25 entry of this formula, charge and spin)? In the order shown, they have 5.79; 24.06; 80.27; 106.81; 40.53; 187.74 kcal per mole.